# 1
DFT (wB97M-V/def2-TZVPD) results for a structure of composition C24H38N3O3RuSSb.

Computed properties:
Energy, eV: -56066.3278
Total charge: +1
Frontier orbital gap (spin up / spin down), Eh: 0.30150 / 0.27713
ΔE to the lowest compared entry with this formula, charge and spin, kJ/mol: 44.6
Spin multiplicity: 2
HOMO energy (spin up / spin down), eV: -11.16 / -11.13

Atoms and positions in Å:
Ru  0.731  0.188  0.511
N  -2.635  1.538  -1.584
C  -1.620  0.862  -1.057
O  -0.963  1.345  -0.110
C  -1.263  -0.496  -1.570
C  0.197  -0.796  -1.222
H  -2.874  2.443  -1.209
H  -3.170  1.170  -2.350
H  -1.494  -0.590  -2.635
H  -1.917  -1.201  -1.046
H  0.863  -0.175  -1.864
H  0.417  -1.831  -1.466
C  2.773  8.091  2.274
C  2.754  6.589  2.280
C  3.133  5.870  3.407
C  3.132  4.482  3.405
C  2.744  3.812  2.258
C  2.364  4.507  1.115
C  2.369  5.887  1.135
S  2.738  2.056  2.238
O  3.197  1.593  3.523
O  3.417  1.602  1.046
N  1.184  1.623  2.011
C  0.461  0.941  2.966
C  0.252  1.153  4.327
C  -0.589  0.274  4.980
C  -1.200  -0.780  4.295
C  -0.932  -0.947  2.954
N  -0.105  -0.106  2.330
H  2.931  8.490  3.275
H  1.836  8.493  1.888
H  3.576  8.461  1.634
H  3.439  6.401  4.300
H  3.435  3.921  4.279
H  2.072  3.967  0.223
H  2.075  6.436  0.249
H  0.741  1.972  4.832
H  -0.781  0.406  6.036
H  -1.872  -1.460  4.799
H  -1.359  -1.746  2.364
C  4.772  -2.525  2.627
C  3.516  -1.666  2.702
C  2.716  -1.930  3.975
Sb  2.245  -1.878  0.974
C  1.134  -3.668  1.413
C  -0.011  -3.917  0.438
C  2.065  -4.874  1.513
C  3.647  -2.352  -0.579
C  3.023  -2.953  -1.833
C  4.442  -1.086  -0.892
H  5.382  -2.340  3.514
H  5.387  -2.290  1.758
H  4.546  -3.593  2.607
H  3.798  -0.615  2.683
H  2.409  -2.976  4.053
H  1.825  -1.305  4.045
H  3.336  -1.707  4.847
H  0.717  -3.461  2.402
H  0.358  -4.163  -0.560
H  -0.669  -3.052  0.345
H  -0.610  -4.765  0.778
H  2.563  -5.078  0.564
H  1.491  -5.766  1.777
H  2.833  -4.741  2.276
H  4.302  -3.093  -0.115
H  2.401  -2.226  -2.356
H  2.417  -3.836  -1.625
H  3.814  -3.254  -2.524
H  3.804  -0.321  -1.341
H  5.239  -1.312  -1.603
H  4.897  -0.640  -0.006

Mulliken atomic charge list, values in e, 5 entries: -0.7126, -0.3714, 0.7036, -0.5463, -1.1966


# 2
DFT (wB97M-V/def2-TZVPD) results for a cluster of 14 separate species, C99H198Cl2F6N11O11P in total at a distorted geometry.

Computed properties:
Energy, eV: -195319.5007
Total charge: +8
Frontier orbital gap, Eh: 0.16380
HOMO energy, eV: -18.59

Atoms and positions in Å:
C  1.303  2.288  8.059
C  2.178  3.553  8.239
C  3.584  3.537  7.595
C  4.079  4.945  7.229
C  3.081  5.545  6.232
C  1.769  5.882  6.933
N  1.206  4.719  7.711
O  0.170  4.653  7.973
C  0.805  6.323  5.900
C  2.083  6.992  8.031
C  2.236  3.988  9.749
H  0.633  2.294  8.914
H  1.879  1.405  8.043
H  0.735  2.384  7.150
H  3.580  3.005  6.647
H  4.317  2.905  8.168
H  5.157  4.926  6.971
H  4.071  5.577  8.165
H  2.951  4.880  5.360
H  3.456  6.533  5.905
H  -0.047  6.886  6.292
H  0.474  5.478  5.348
H  1.236  6.965  5.184
H  2.787  7.719  7.567
H  2.620  6.557  8.853
H  1.197  7.560  8.364
H  1.188  4.201  10.040
H  2.926  4.753  10.078
H  2.482  3.094  10.300
C  -3.418  9.086  -4.788
C  -2.102  9.838  -5.057
C  -2.236  11.345  -5.001
C  -2.252  11.913  -3.593
C  -0.897  11.472  -3.020
C  -0.776  9.976  -2.752
N  -1.125  9.335  -4.048
O  -0.627  8.153  -4.207
C  -1.734  9.492  -1.696
C  0.747  9.641  -2.337
C  -1.711  9.422  -6.457
H  -3.243  7.999  -4.679
H  -3.998  9.327  -5.579
H  -3.844  9.455  -3.871
H  -3.168  11.507  -5.513
H  -1.359  11.743  -5.510
H  -3.080  11.661  -2.948
H  -2.315  12.997  -3.648
H  -0.743  12.020  -2.059
H  -0.068  11.787  -3.710
H  -1.432  9.970  -0.795
H  -1.573  8.443  -1.431
H  -2.809  9.729  -1.899
H  1.464  10.286  -2.884
H  1.039  8.608  -2.410
H  0.808  9.886  -1.274
H  -0.635  9.650  -6.718
H  -2.352  9.870  -7.147
H  -2.002  8.365  -6.668
C  5.505  -6.205  -2.355
C  5.963  -7.360  -1.493
C  7.163  -7.018  -0.554
C  7.315  -8.083  0.543
C  6.087  -8.044  1.465
C  4.777  -8.403  0.748
N  4.757  -7.808  -0.675
O  3.661  -7.657  -1.227
C  3.512  -8.043  1.538
C  4.755  -9.968  0.537
C  6.402  -8.570  -2.331
H  4.562  -6.430  -2.871
H  6.333  -5.907  -2.965
H  5.264  -5.293  -1.722
H  7.156  -5.993  -0.119
H  7.994  -7.102  -1.237
H  8.237  -7.887  1.138
H  7.445  -9.056  0.123
H  6.096  -7.060  1.927
H  6.158  -8.760  2.304
H  3.605  -8.422  2.533
H  2.644  -8.483  1.046
H  3.272  -6.957  1.355
H  5.653  -10.337  0.049
H  3.954  -10.399  -0.035
H  4.800  -10.396  1.545
H  6.437  -9.537  -1.877
H  7.358  -8.346  -2.850
H  5.605  -8.645  -3.105
C  0.738  -3.169  11.514
C  0.196  -3.405  10.151
C  -1.132  -4.216  10.183
C  -1.990  -4.076  8.882
C  -2.293  -2.633  8.602
C  -1.104  -1.669  8.450
N  -0.048  -2.027  9.484
O  0.649  -1.195  9.767
C  -1.473  -0.194  8.605
C  -0.402  -2.003  7.156
C  1.228  -4.103  9.303
H  1.589  -2.445  11.545
H  1.087  -4.109  11.980
H  -0.032  -2.892  12.283
H  -1.733  -3.602  10.902
H  -1.154  -5.181  10.606
H  -2.949  -4.608  9.029
H  -1.553  -4.602  7.992
H  -3.046  -2.248  9.289
H  -2.842  -2.564  7.637
H  -0.622  0.394  8.460
H  -1.655  -0.090  9.675
H  -2.305  0.159  7.967
H  0.599  -1.631  7.163
H  -1.027  -1.521  6.371
H  -0.488  -3.043  6.946
H  2.223  -3.668  9.325
H  0.826  -4.113  8.303
H  1.294  -5.129  9.665
C  -0.808  -7.671  2.070
C  -1.420  -8.139  0.732
C  -2.710  -7.381  0.323
C  -3.147  -7.588  -1.105
C  -2.023  -7.440  -2.152
C  -0.669  -8.141  -1.846
N  -0.483  -8.014  -0.345
O  0.827  -7.816  -0.030
C  0.502  -7.473  -2.491
C  -0.864  -9.671  -2.261
C  -1.882  -9.680  0.770
H  -0.147  -6.798  1.929
H  -0.187  -8.451  2.506
H  -1.658  -7.444  2.704
H  -2.505  -6.366  0.544
H  -3.472  -7.771  0.982
H  -3.880  -6.829  -1.416
H  -3.721  -8.462  -1.288
H  -1.873  -6.406  -2.201
H  -2.440  -7.841  -3.069
H  0.275  -7.306  -3.586
H  1.453  -8.055  -2.481
H  0.713  -6.502  -1.996
H  -0.009  -10.291  -1.952
H  -0.937  -9.618  -3.378
H  -1.774  -10.094  -1.899
H  -2.017  -10.071  1.779
H  -1.156  -10.329  0.270
H  -2.852  -9.752  0.268
C  -7.257  1.196  8.176
C  -7.138  1.678  6.760
C  -8.284  2.626  6.446
C  -8.068  3.629  5.333
C  -6.827  4.420  5.591
C  -5.535  3.567  5.707
N  -5.832  2.365  6.637
O  -4.868  1.853  7.330
C  -4.333  4.330  6.259
C  -5.035  2.899  4.307
C  -6.981  0.569  5.765
H  -8.300  1.061  8.414
H  -6.971  1.960  8.876
H  -6.697  0.272  8.398
H  -8.464  3.244  7.313
H  -9.166  1.986  6.358
H  -8.875  4.344  5.402
H  -8.029  3.195  4.320
H  -6.914  5.132  6.410
H  -6.631  5.047  4.679
H  -3.379  3.752  6.346
H  -4.369  4.814  7.270
H  -4.053  5.213  5.636
H  -4.450  2.005  4.429
H  -4.322  3.584  3.845
H  -5.819  2.784  3.607
H  -6.276  -0.248  6.078
H  -6.757  0.893  4.671
H  -7.943  -0.028  5.741
C  5.510  -0.765  -7.527
C  5.029  0.618  -8.062
C  5.985  1.083  -9.257
C  5.823  0.071  -10.419
C  4.367  0.147  -10.823
C  3.325  -0.451  -9.757
N  3.688  0.348  -8.622
O  2.749  1.182  -8.139
C  3.673  -1.982  -9.589
C  1.883  -0.336  -10.153
C  4.968  1.570  -6.894
H  6.393  -0.663  -6.826
H  5.849  -1.352  -8.371
H  4.772  -1.357  -7.021
H  7.022  1.232  -8.889
H  5.721  2.057  -9.678
H  6.193  -0.954  -10.221
H  6.523  0.508  -11.170
H  4.293  -0.503  -11.653
H  4.230  1.160  -11.037
H  4.707  -2.188  -9.403
H  3.441  -2.598  -10.472
H  3.098  -2.393  -8.802
H  1.646  -1.085  -10.908
H  1.591  0.677  -10.478
H  1.314  -0.646  -9.276
H  4.292  1.182  -6.172
H  4.660  2.536  -7.213
H  5.899  1.669  -6.357
C  -2.758  3.738  -10.843
C  -2.768  2.737  -9.721
C  -1.832  1.583  -10.101
C  -1.446  0.732  -8.891
C  -0.697  1.532  -7.798
C  -1.597  2.691  -7.276
N  -2.196  3.353  -8.473
O  -2.391  4.682  -8.386
C  -0.651  3.715  -6.527
C  -2.723  2.129  -6.321
C  -4.192  2.299  -9.360
H  -2.933  3.169  -11.786
H  -1.831  4.317  -10.951
H  -3.604  4.403  -10.769
H  -1.012  1.981  -10.710
H  -2.372  1.052  -10.901
H  -0.868  -0.083  -9.284
H  -2.327  0.286  -8.522
H  0.090  2.068  -8.299
H  -0.165  1.002  -6.971
H  0.065  4.094  -7.269
H  -0.152  3.122  -5.771
H  -1.236  4.488  -6.107
H  -2.247  1.924  -5.335
H  -3.144  1.214  -6.725
H  -3.466  2.878  -6.006
H  -4.217  1.652  -8.497
H  -4.584  1.813  -10.234
H  -4.801  3.137  -9.122
C  9.455  3.833  0.445
C  8.466  3.094  1.344
C  8.179  1.734  0.526
C  9.376  0.842  0.488
C  9.814  0.374  1.816
C  10.248  1.561  2.799
N  9.246  2.720  2.562
O  9.087  3.477  3.604
C  11.664  2.088  2.579
C  9.967  1.115  4.232
C  7.247  3.865  1.725
H  9.023  4.131  -0.497
H  10.368  3.317  0.263
H  9.746  4.804  0.814
H  7.799  2.101  -0.459
H  7.449  1.108  1.069
H  10.203  1.215  -0.043
H  9.149  -0.051  -0.075
H  10.682  -0.327  1.753
H  9.051  -0.143  2.420
H  11.826  2.508  1.612
H  12.439  1.289  2.786
H  11.789  2.926  3.319
H  8.917  0.980  4.425
H  10.342  1.851  4.957
H  10.472  0.195  4.527
H  7.440  4.943  1.911
H  6.849  3.545  2.672
H  6.484  3.733  0.955
C  -1.532  0.271  1.914
C  -1.310  -1.146  1.350
C  -1.390  -1.382  -0.168
C  -0.350  -0.620  -0.909
C  0.929  -1.297  -0.525
C  1.373  -1.269  0.988
N  0.144  -1.457  1.832
O  0.238  -1.857  2.995
C  2.009  0.135  1.351
C  2.347  -2.383  1.207
C  -2.252  -2.146  2.016
H  -2.472  0.635  1.487
H  -0.735  0.985  1.667
H  -1.578  0.343  2.984
H  -2.373  -0.997  -0.434
H  -1.330  -2.466  -0.334
H  -0.238  0.472  -0.753
H  -0.454  -0.802  -2.004
H  1.805  -0.867  -0.990
H  0.825  -2.348  -0.813
H  2.625  0.005  2.225
H  1.384  1.003  1.355
H  2.665  0.326  0.538
H  2.766  -2.317  2.254
H  3.120  -2.261  0.439
H  1.790  -3.320  1.140
H  -3.190  -1.647  2.128
H  -1.936  -2.368  3.063
H  -2.311  -3.112  1.437
C  -8.177  -3.226  -0.968
C  -8.965  -2.585  -2.155
C  -10.194  -3.645  -2.385
C  -11.097  -2.678  -3.354
C  -11.850  -1.667  -2.763
C  -10.612  -0.491  -2.336
N  -9.507  -1.226  -1.788
O  -8.785  -0.424  -1.058
C  -11.279  0.369  -1.261
C  -10.279  0.276  -3.569
C  -8.162  -2.472  -3.465
H  -7.760  -4.204  -1.284
H  -8.769  -3.457  -0.077
H  -7.499  -2.425  -0.580
H  -10.764  -3.825  -1.481
H  -9.824  -4.541  -2.894
H  -11.782  -3.614  -3.451
H  -10.626  -2.534  -4.310
H  -12.382  -1.903  -1.849
H  -12.437  -1.042  -3.429
H  -10.548  1.104  -0.845
H  -11.405  -0.150  -0.365
H  -12.199  0.893  -1.589
H  -9.459  0.905  -3.172
H  -11.076  0.921  -3.858
H  -9.927  -0.202  -4.479
H  -8.726  -2.170  -4.373
H  -7.829  -3.497  -3.664
H  -7.290  -1.780  -3.345
Cl  -0.257  -4.706  0.589
Cl  -0.808  1.682  5.007
P  1.887  -1.523  -4.687
F  1.198  -2.479  -5.813
F  2.487  -2.844  -3.869
F  3.259  -1.450  -5.521
F  2.439  -0.546  -3.515
F  1.300  -0.204  -5.414
F  0.470  -1.571  -3.904

Mulliken atomic charge list, values in e, 5 entries: -2.0164, 1.5025, -1.1727, -0.7691, -1.1052